Record 1
# C3H4LiLuO3

A molecular structure, C3H4LiLuO3 at a distorted geometry (ωB97M-V/def2-TZVPD, the OMol25 dataset).

Each line ends with the Mulliken charge.
Geometry (Å):
H: 0.90 0.92 2.16  0.27
C: 0.26 0.97 1.25  -0.05
C: 0.05 -0.44 0.83  -0.27
O: -0.12 -0.68 -0.45  -0.53
Li: 0.74 0.89 -1.38  0.84
O: 0.82 1.74 0.24  -0.63
H: -0.72 1.36 1.59  0.29
H: -0.26 -1.21 1.55  0.39
Lu: 1.49 3.97 0.30  0.48
C: -0.96 -2.24 -1.04  -0.02
O: -0.95 -2.22 -2.33  -0.22
H: -1.24 -3.07 -2.71  0.44

- net charge = +1
- expectation value of S² = 0.7641
- energy above the lowest of the compared OMol25 structures with the same formula, charge and spin (kcal per mole) = 0.0
- LUMO (spin up / spin down) (eV) = -3.70 / -3.71
- DFT total energy (eV) = -43131.6367
- 2S+1 = 2

---

Record 2
# C6H12B3FIO13PS2

A molecular structure, C6H12B3FIO13PS2 at a distorted geometry (ωB97M-V/def2-TZVPD, the OMol25 dataset).

Each line ends with the Mulliken charge.
Geometry (Å):
O: -0.54 2.01 -0.53  -0.53
C: -1.47 1.31 -0.72  0.50
F: -2.07 1.31 -1.94  -0.18
C: -2.09 0.38 0.28  -0.01
B: -3.27 -0.51 -0.26  0.13
O: -3.29 -1.15 -1.48  -0.32
B: -4.47 -0.88 -2.18  0.62
O: -5.67 -0.83 -1.49  -0.36
B: -5.47 -0.17 -0.28  0.68
P: -6.44 1.43 0.29  -0.14
O: -7.95 1.18 -0.32  -0.42
I: -5.35 2.91 -1.32  -0.13
O: -4.45 -0.65 0.50  -0.32
H: -2.51 1.03 1.05  0.19
H: -1.30 -0.19 0.76  0.17
H: -4.43 -0.65 -3.35  -0.10
H: -8.03 1.60 -1.19  0.29
C: 2.74 0.07 4.02  -0.32
C: 2.92 -0.13 2.53  -0.23
O: 2.10 -1.29 2.24  -0.29
S: 0.83 -1.29 3.18  0.98
O: -0.27 -0.73 2.48  -0.47
O: 0.72 -2.57 3.79  -0.56
O: 1.34 -0.23 4.24  -0.34
H: 3.33 -0.64 4.60  0.28
H: 2.95 1.08 4.34  0.31
H: 3.95 -0.33 2.25  0.31
H: 2.55 0.71 1.96  0.30
C: 3.78 -1.32 -2.29  -0.25
C: 3.83 -0.12 -3.21  -0.33
O: 3.92 1.00 -2.32  -0.31
S: 4.76 0.59 -1.03  1.03
O: 6.10 1.01 -1.17  -0.55
O: 3.99 0.94 0.12  -0.46
O: 4.70 -0.99 -1.24  -0.31
H: 2.79 -1.46 -1.86  0.23
H: 4.10 -2.24 -2.78  0.31
H: 2.94 -0.03 -3.83  0.31
H: 4.72 -0.14 -3.85  0.29

- net charge = 0
- LUMO (eV) = -0.45
- DFT total energy (eV) = -76846.4554
- 2S+1 = 1

---

Record 3
# H2O4PS

A molecular structure, H2O4PS at a distorted geometry (ωB97M-V/def2-TZVPD, the OMol25 dataset).

Each line ends with the Mulliken charge.
Geometry (Å):
O: 2.33 0.37 0.01  -0.64
O: 0.63 -0.90 1.21  -0.65
O: 0.64 -0.88 -1.22  -0.65
O: 0.01 1.17 0.01  -0.28
P: -1.56 0.81 0.00  -0.02
S: 1.01 -0.20 0.00  1.19
H: -1.53 -0.19 1.00  0.02
H: -1.52 -0.19 -1.00  0.02

- net charge = -1
- energy above the lowest of the compared OMol25 structures with the same formula, charge and spin (kcal per mole) = 0.0
- LUMO (eV) = 4.25
- DFT total energy (eV) = -28348.4032
- 2S+1 = 1

---

Record 4
# C19H27ClN6O2

A single C19H27ClN6O2 molecule (ωB97M-V/def2-TZVPD, the OMol25 dataset).

Each line ends with the Mulliken charge.
Geometry (Å):
C: -2.37 -0.26 -2.92  -1.01
C: -2.74 -0.61 -1.52  0.78
C: -3.54 -1.67 -1.07  -1.29
C: -3.55 -1.55 0.30  -0.14
N: -2.81 -0.47 0.61  0.37
C: -2.50 0.02 1.94  0.51
C: -2.77 1.52 2.07  -1.49
C: -1.07 -0.27 2.40  0.33
O: -0.81 -0.23 3.59  -0.71
N: -0.17 -0.55 1.43  0.01
C: 1.25 -0.55 1.74  0.38
C: 2.03 0.31 0.69  -1.20
N: 1.26 0.75 -0.46  -0.07
C: 0.51 1.88 -0.40  0.29
O: 0.30 2.49 0.63  -0.66
C: -0.04 2.31 -1.74  0.52
N: 0.50 1.70 -2.81  -0.48
C: 0.09 2.04 -4.02  0.57
C: 0.68 1.31 -5.19  -1.25
N: -0.84 2.96 -4.27  -0.56
C: -1.37 3.57 -3.23  -0.35
C: -1.01 3.28 -1.92  0.40
Cl: -1.80 4.15 -0.66  -0.16
C: 1.79 -1.98 1.87  -1.49
C: 2.95 -2.14 2.85  1.04
C: 4.16 -1.27 2.52  -1.45
C: 3.36 -3.60 2.95  -1.63
N: -2.30 0.12 -0.49  -0.39
H: -1.32 -0.50 -3.12  0.19
H: -2.99 -0.82 -3.62  0.40
H: -2.51 0.80 -3.12  0.19
H: -4.04 -2.42 -1.66  0.42
H: -4.02 -2.14 1.07  0.39
H: -3.15 -0.53 2.62  0.15
H: -2.59 1.82 3.10  0.44
H: -2.11 2.08 1.43  0.22
H: -3.81 1.74 1.81  0.38
H: -0.46 -0.39 0.48  0.16
H: 1.34 -0.07 2.71  0.66
H: 2.43 1.20 1.19  0.21
H: 2.87 -0.27 0.31  0.49
H: 1.47 0.41 -1.38  0.30
H: 0.01 0.50 -5.48  0.24
H: 0.77 1.99 -6.04  0.39
H: 1.65 0.89 -4.93  0.33
H: -2.13 4.32 -3.42  0.42
H: 0.96 -2.61 2.22  0.36
H: 2.07 -2.37 0.88  0.35
H: 2.57 -1.82 3.83  0.24
H: 4.55 -1.51 1.53  0.28
H: 3.92 -0.20 2.55  0.29
H: 4.96 -1.44 3.24  0.46
H: 3.75 -3.95 1.99  0.35
H: 4.13 -3.75 3.70  0.42
H: 2.51 -4.23 3.21  0.39

- net charge = 0
- structure (SMILES) = Cc1ccn([C@H](C)C(=O)N[C@H](CNC(=O)c2nc(C)ncc2Cl)CC(C)C)n1
- energy above the lowest of the compared OMol25 structures with the same formula, charge and spin (kcal per mole) = 7.6
- LUMO (eV) = -0.14
- DFT total energy (eV) = -45700.9530
- 2S+1 = 1

---

Record 5
# C4H13N3O

3 unconnected molecules or ions with the total composition C4H13N3O at a distorted geometry (ωB97M-V/def2-TZVPD, the OMol25 dataset).

Each line ends with the Mulliken charge.
Geometry (Å):
C: 1.78 -0.05 -0.59  -0.15
C: 1.20 1.17 -0.72  -0.84
C: 1.76 -1.10 -1.67  -1.10
H: 2.48 -0.21 0.23  0.44
H: 0.17 -0.81 0.34  0.02
H: 1.57 -2.09 -1.26  0.31
H: 0.98 -0.89 -2.40  0.33
H: 1.50 1.99 -0.08  0.32
H: -0.59 1.17 -0.22  -0.04
H: 0.80 1.48 -1.68  0.34
H: 2.73 -1.14 -2.17  0.36
N: -0.64 -0.94 1.03  -0.19
C: -1.59 0.65 0.14  0.73
N: -2.09 1.33 1.24  -0.62
O: -0.16 -0.65 2.32  -0.45
N: -2.27 0.07 -0.78  -0.75
H: 0.82 -0.70 2.29  0.33
H: -0.98 -1.89 0.97  0.27
H: -2.80 0.81 1.75  0.24
H: -1.39 1.69 1.88  0.24
H: -3.28 0.11 -0.63  0.19

- net charge = 0
- structure (SMILES) = [H]/N=C\N.C=CC.NO
- energy above the lowest of the compared OMol25 structures with the same formula, charge and spin (kcal per mole) = 128.9
- LUMO (eV) = 0.59
- DFT total energy (eV) = -10872.0869
- 2S+1 = 1

---

Record 6
# C21H20BiN3OSe2Te2

A molecular structure, C21H20BiN3OSe2Te2 (ωB97M-V/def2-TZVPD, the OMol25 dataset).

Each line ends with the Mulliken charge.
Geometry (Å):
Bi: -0.47 -1.39 -0.48  1.30
C: 3.62 0.93 -0.38  -1.73
C: 2.50 -0.06 -0.34  0.65
N: 1.27 0.26 -0.53  1.02
N: 0.93 1.56 -0.77  -1.01
C: -0.36 1.69 -1.05  0.26
O: -1.23 0.75 -1.09  -1.03
C: -0.83 3.08 -1.31  0.47
C: -0.01 4.18 -1.07  -0.19
C: -0.49 5.46 -1.32  -0.69
C: -1.78 5.64 -1.80  -0.36
C: -2.59 4.55 -2.04  -0.76
C: -2.12 3.27 -1.79  -0.36
C: 2.78 -1.50 -0.15  0.54
C: 4.08 -1.97 -0.05  -0.83
C: 4.30 -3.33 0.11  -0.47
C: 3.22 -4.19 0.16  -0.82
C: 1.94 -3.66 0.05  -0.02
N: 1.73 -2.35 -0.10  0.25
H: 3.21 1.93 -0.40  0.33
H: 4.23 0.78 -1.27  0.33
H: 4.27 0.81 0.49  0.39
H: 0.99 4.02 -0.70  0.42
H: 0.15 6.31 -1.13  0.39
H: -2.15 6.64 -1.99  0.38
H: -3.60 4.69 -2.42  0.40
H: -2.74 2.40 -1.97  0.45
H: 4.90 -1.28 -0.09  0.41
H: 5.31 -3.71 0.18  0.41
H: 3.34 -5.26 0.27  0.44
H: 1.05 -4.28 0.06  0.32
C: -3.80 0.57 1.41  -1.31
C: -2.74 -0.35 1.95  0.82
C: -2.92 -1.73 1.97  -0.45
C: -1.92 -2.57 2.45  -0.79
C: -0.73 -2.04 2.92  -0.37
C: -0.54 -0.66 2.91  -0.47
C: -1.54 0.17 2.44  -0.27
H: -4.05 1.36 2.12  0.37
H: -4.72 0.02 1.17  0.40
H: -3.45 1.05 0.49  0.12
H: -3.84 -2.15 1.59  0.28
H: -2.08 -3.64 2.45  0.55
H: 0.05 -2.70 3.29  0.44
H: 0.38 -0.24 3.29  0.40
H: -1.39 1.25 2.44  0.35
Se: 0.04 -1.43 -3.06  -0.29
Te: 0.88 -3.75 -3.49  -0.15
Te: -1.43 -4.99 -2.89  -0.04
Se: -1.64 -4.13 -0.55  -0.50

- net charge = 0
- energy above the lowest of the compared OMol25 structures with the same formula, charge and spin (kcal per mole) = 1.8
- LUMO (eV) = -0.89
- DFT total energy (eV) = -179740.5138
- 2S+1 = 1